No. 1
Molecular formula: C5H10N
Method: DFT, ωB97M-V/def2-TZVPD

```
16
Properties=species:S:1:pos:R:3:nbo_charge:R:1
C -2.58 -1.38 -0.01 -0.4733
C -1.04 0.63 -0.44 0.6753
C -0.34 1.86 -0.55 -0.7871
C 2.26 -0.80 0.91 -0.3677
C 2.75 0.04 0.00 -0.4117
N -1.78 -0.25 -0.25 -0.2050
H -2.34 -1.87 0.91 0.2688
H -3.57 -0.91 0.21 0.2667
H -0.24 2.23 -1.65 0.3231
H -1.04 2.61 -0.26 0.3031
H 0.61 1.91 0.08 0.3336
H 1.58 -1.60 0.91 0.1934
H 2.46 -0.68 1.92 0.1882
H -2.68 -2.20 -0.79 0.2878
H 3.70 0.53 -0.02 0.2312
H 2.26 -0.10 -0.97 0.1736
```

Summary:
- E_LUMO (eV) = -3.867
- highest occupied orbital energy (eV) = -13.26
- charge = +1


No. 2
Molecular formula: C3H4O2
Method: DFT, ωB97M-V/def2-TZVPD

```
9
Properties=species:S:1:pos:R:3:nbo_charge:R:1
O 2.19 -0.59 -0.43 -0.5422
C 1.02 -0.35 -0.40 0.7902
C 0.13 0.79 0.09 -0.5555
C -0.88 -0.37 0.24 -0.0757
O -0.02 -1.20 -0.62 -0.4949
H -0.21 1.43 -0.73 0.2413
H 0.61 1.46 0.84 0.2443
H -1.89 -0.31 -0.21 0.1980
H -0.96 -0.87 1.21 0.1944
```

Summary:
- E_LUMO (eV) = 0.854
- highest occupied orbital energy (eV) = -10.61
- charge = 0


No. 3
Molecular formula: ClH16O12
Method: DFT, ωB97M-V/def2-TZVPD

```
29
Properties=species:S:1:pos:R:3:nbo_charge:R:1
Cl -0.70 -0.50 0.71 2.4641
O -0.85 -1.98 0.87 -0.8788
O -0.23 0.03 2.00 -0.8413
O 0.30 -0.21 -0.35 -0.8785
O -2.04 0.10 0.39 -0.8116
O 2.16 0.32 -2.13 -0.9417
H 1.42 -0.01 -1.65 0.4727
H 2.82 -0.33 -1.91 0.4630
O -1.62 -4.20 -0.44 -0.9655
H -1.20 -3.59 0.13 0.4844
H -2.35 -3.72 -0.83 0.4731
O -2.62 2.90 0.04 -0.9826
H -2.74 1.98 -0.12 0.4743
H -1.88 2.83 0.67 0.4754
O -0.96 -1.83 -2.57 -0.9567
H -0.37 -2.44 -2.22 0.4732
H -0.56 -0.93 -2.57 0.4829
O 0.46 2.58 -1.11 -0.9591
H -0.10 2.70 -0.37 0.4583
H 0.76 1.64 -1.09 0.4867
O 2.14 1.49 1.57 -0.9613
H 2.69 0.74 1.47 0.4659
H 1.27 1.15 1.63 0.4814
O -0.62 3.18 1.62 -0.9541
H -0.22 3.88 1.12 0.4897
H -0.11 2.95 2.38 0.5014
O 2.06 -2.69 0.94 -0.9643
H 1.99 -3.60 0.72 0.4581
H 1.10 -2.45 1.11 0.4908
```

Summary:
- E_LUMO (eV) = 2.945
- highest occupied orbital energy (eV) = -7.38
- charge = -1


No. 4
Molecular formula: C5H12NO
Method: DFT, ωB97M-V/def2-TZVPD

```
19
Properties=species:S:1:pos:R:3:nbo_charge:R:1
C -0.56 2.23 -0.65 -0.0910
C -1.69 2.32 0.14 -0.3012
N 0.73 1.68 -0.07 -0.7056
H -0.45 2.50 -1.70 0.2451
H -2.66 2.64 -0.24 0.2674
H -1.57 2.01 1.18 0.2150
H 0.65 1.72 0.96 0.4498
H 0.86 0.73 -0.36 0.4556
H 1.59 2.19 -0.36 0.4525
O -2.12 -2.49 0.46 -0.4769
C -0.93 -2.54 0.15 0.4356
C 0.01 -1.33 0.09 -0.5366
C 1.48 -1.61 0.10 -0.6423
H -0.51 -3.50 -0.21 0.1315
H -0.33 -0.74 1.01 0.2152
H -0.24 -0.69 -0.75 0.2055
H 1.72 -2.38 0.84 0.2460
H 2.19 -0.79 0.33 0.2014
H 1.84 -1.94 -0.91 0.2328
```

Summary:
- E_LUMO (eV) = -3.761
- highest occupied orbital energy (eV) = -13.25
- charge = +1


Results for frontier orbital gap: 9.4; 11.5; 10.3; 9.5 (in eV, following the order of the records).
Results for energy above the lowest of the compared OMol25 structures with the same formula, charge and spin: 273.8; 75.0; 122.1; 202.5 (in kJ/mol, following the order of the records).